Entry from OMol25: a structure of composition C44H37Cl2GeN5O4Os (ωB97M-V with the def2-TZVPD basis set).

```
94
Properties=species:S:1:pos:R:3:forces:R:3
Os -0.7407 0.1715 1.6470 0.4 -0.1 0.1
C -0.2990 -2.7855 0.3832 0.0 0.0 0.0
N 0.3284 -2.0902 1.5046 0.0 0.0 0.1
C 1.7818 -2.0105 1.5139 0.0 0.0 0.0
C 2.1909 -0.6929 2.0858 0.1 0.0 0.0
N 1.4278 0.3867 2.0672 -0.2 -0.1 0.1
C 2.2484 1.4548 2.4634 0.0 0.1 0.0
C 2.0426 2.8338 2.4786 0.0 0.0 0.0
C 3.1069 3.6313 2.8493 0.0 0.0 0.0
C 4.3547 3.0918 3.1960 0.0 0.0 0.0
C 4.5800 1.7314 3.1570 0.0 0.0 0.0
C 3.5060 0.9392 2.7740 0.0 0.0 0.0
N 3.4190 -0.4270 2.5405 0.0 0.0 0.0
C -1.7283 -2.3561 0.3836 0.0 0.0 0.0
N -2.1054 -1.1670 0.8358 0.0 0.2 -0.1
C -3.5021 -1.1086 0.7281 -0.1 0.0 0.0
C -4.4146 -0.1100 1.0519 0.0 0.0 0.0
C -5.7464 -0.3863 0.8175 0.0 0.0 0.0
C -6.1675 -1.6119 0.2779 0.0 0.0 0.0
C -5.2668 -2.6076 -0.0417 0.0 0.0 0.0
C -3.9297 -2.3245 0.2016 0.0 0.0 0.0
N -2.7769 -3.0831 0.0134 0.0 0.0 0.0
H -0.2262 -3.8743 0.4510 0.0 0.0 0.0
H 0.1719 -2.4635 -0.5505 0.0 0.0 0.0
H -0.0234 -2.4393 2.3933 0.0 0.0 0.0
H 2.1466 -2.0273 0.4826 0.0 0.0 0.0
H 2.2500 -2.8386 2.0519 0.0 0.0 0.0
H 1.1018 3.2728 2.1843 0.0 0.0 0.0
H 2.9801 4.7053 2.8621 0.0 0.0 0.0
H 5.1572 3.7568 3.4835 0.0 0.0 0.0
H 5.5458 1.3072 3.3966 0.0 0.0 0.0
H 4.1795 -1.0871 2.5799 0.0 0.0 0.0
H -4.0990 0.8457 1.4431 0.0 0.0 0.0
H -6.4884 0.3647 1.0509 0.0 0.0 0.0
H -7.2226 -1.7780 0.1108 0.0 0.0 0.0
H -5.5865 -3.5551 -0.4536 0.0 0.0 0.0
H -2.7276 -4.0007 -0.4015 0.0 0.0 0.0
Cl -1.8667 1.2489 8.8942 0.0 0.0 0.0
C -1.6446 0.7532 7.2643 0.0 0.0 0.0
C -1.6396 -0.6080 6.9555 0.0 0.0 0.0
C -1.4676 -1.0291 5.6527 0.0 0.0 0.0
Cl -1.4503 -2.7096 5.2761 0.0 0.0 0.0
C -1.2963 -0.1031 4.6189 0.0 0.1 0.0
O -1.1730 -0.5611 3.3804 -0.1 0.0 -0.1
C -1.2780 1.2663 4.9438 0.0 0.0 0.0
C -1.0410 2.2725 3.9515 0.0 0.0 0.0
O -0.7522 2.0758 2.7623 -0.2 0.0 0.0
C -1.4659 1.6855 6.2696 0.0 0.0 0.0
H -1.7751 -1.3390 7.7414 0.0 0.0 0.0
H -1.0996 3.3164 4.2775 0.0 0.0 0.0
H -1.4590 2.7412 6.5088 0.0 0.0 0.0
O -2.1740 1.8235 0.3896 0.0 0.0 -0.1
C -1.1893 1.8266 -0.3484 -0.2 0.1 0.1
O -0.2374 0.9430 -0.0863 0.0 0.0 0.0
C -0.9175 2.8295 -1.4156 0.0 0.0 0.0
C -0.3214 2.3236 -2.7363 0.0 0.0 -0.1
Ge 0.5799 0.5810 -2.9964 0.0 0.0 0.3
C -0.7521 -0.8592 -2.8857 0.0 0.0 0.0
C -2.1002 -0.5773 -2.6564 0.0 0.0 0.0
C -3.0835 -1.5435 -2.8336 0.0 0.0 0.0
C -2.7293 -2.8271 -3.2259 0.0 0.0 0.0
C -1.3910 -3.1395 -3.4336 0.0 0.0 0.0
C -0.4180 -2.1584 -3.2795 0.0 0.0 0.0
C 1.1880 0.5945 -4.8255 0.0 -0.1 -0.1
C 0.2692 0.4063 -5.8583 0.0 0.0 0.0
C 0.6819 0.4267 -7.1818 0.0 0.0 0.0
C 2.0226 0.6275 -7.4852 0.0 0.0 0.0
C 2.9461 0.8108 -6.4661 0.0 0.0 0.0
C 2.5298 0.7927 -5.1420 0.0 0.0 0.0
C 2.1620 0.3179 -1.8699 0.0 0.1 0.0
C 2.6435 1.3548 -1.0702 0.0 0.0 0.0
C 3.8491 1.2432 -0.3912 0.0 0.0 -0.1
C 4.6079 0.0856 -0.5130 0.0 0.0 0.0
C 4.1469 -0.9603 -1.3018 0.0 0.0 0.0
C 2.9339 -0.8402 -1.9725 0.0 -0.1 0.0
H -0.2168 3.5256 -0.9397 0.0 0.0 0.0
H -1.8398 3.3884 -1.5711 0.0 0.0 0.0
H 0.3900 3.0648 -3.1054 0.0 0.0 0.0
H -1.1081 2.3017 -3.4955 0.0 0.0 0.0
H -2.4144 0.4275 -2.3934 0.0 0.0 0.0
H -4.1259 -1.2844 -2.6928 0.0 0.0 0.0
H -3.4956 -3.5725 -3.4048 0.0 0.0 0.0
H -1.1103 -4.1291 -3.7722 0.0 0.0 0.0
H 0.6093 -2.4058 -3.5260 0.0 0.0 0.0
H -0.7800 0.2402 -5.6345 0.0 0.0 0.0
H -0.0384 0.2830 -7.9762 0.0 0.0 0.0
H 2.3466 0.6407 -8.5173 0.0 0.0 0.0
H 3.9904 0.9671 -6.7018 0.0 0.0 0.0
H 3.2615 0.9373 -4.3540 0.0 0.0 0.0
H 2.0786 2.2770 -0.9814 0.0 0.0 0.0
H 4.2082 2.0685 0.2127 0.0 0.0 0.0
H 5.5700 0.0125 -0.0196 0.0 0.0 0.0
H 4.7499 -1.8515 -1.4293 0.0 0.0 0.0
H 2.6178 -1.6504 -2.6220 0.0 0.0 0.0
```
Positions in Å, forces in eV/Å.

Output
* spin multiplicity: 5
* HOMO-LUMO gap (alpha / beta): 6.9 / 5.5 eV
* ΔE to the lowest compared entry with this formula, charge and spin: 0.0 kcal per mole
* molar mass: 1033.6 g mol⁻¹
* net charge: +2
* E_HOMO (alpha / beta): -12.8 / -12.8 eV
* electronic energy: -5361.18635 hartree

From a Mulliken analysis of the wavefunction, the atomic charges in e read: Os 1.5353; C -0.4322; N -0.3441; C -0.8804; C -0.3051; N 0.6460; C 0.0313; C -0.7670; C -0.9425; C -0.6718; C -1.0160; C 0.7029; N 0.2124; C -0.3161; N 1.0789; C 0.8139; C -1.1121; C -0.8608; C -0.5821; C -1.1069; C 0.4616; N 0.3706; H 0.5785; H -0.2786; H 0.3317; H 0.0029; H 0.4984; H 0.6162; H 0.4557; H 0.4396; H 0.4976; H 0.3213; H 0.5161; H 0.4674; H 0.4514; H 0.5010; H 0.3555; Cl -0.1612; C 0.1197; C -0.6141; C 0.5068; Cl -0.2004; C -0.2502; O -0.2807; C 1.0187; C -0.0737; O -0.7469; C -1.3190; H 0.4817; H 0.4085; H 0.5006; O -0.5098; C 0.5846; O 0.5878; C -1.0448; C -1.2986; Ge 1.1766; C 0.5368; C -0.2726; C -0.7279; C -0.8998; C -0.7129; C -0.1736; C 0.3102; C -0.3864; C -0.7562; C -0.5806; C -0.7487; C -0.5203; C 0.4393; C -0.6423; C -0.3641; C -0.8196; C -0.8449; C -0.0639; H 0.3519; H 0.3598; H 0.5883; H 0.5538; H 0.4200; H 0.5293; H 0.4638; H 0.4875; H 0.3573; H 0.3335; H 0.4305; H 0.4061; H 0.4240; H 0.3199; H 0.2205; H 0.5996; H 0.4904; H 0.4626; H 0.2725